# 1
# C58H46MgN5O5P2

A structure of composition C58H46MgN5O5P2 (ωB97M-V/def2-TZVPD, OMol25).

For the LUMO energy, the calculation gives -3.24 eV. The calculation puts the energy above the lowest of the compared OMol25 structures with the same formula, charge and spin at 1.333 eV. The HOMO energy is -0.388 Ha. The max |F| is 0.690 eV/A.

```
! wB97M-V def2-TZVPD RIJCOSX def2/J DEFGRID3
* xyz 1 1
Mg -0.69590 -0.54140 0.98069
O -0.14154 -3.49769 -0.96474
C 0.37557 -4.48969 -0.20664
C 0.91802 -5.58163 -0.87534
C 1.36894 -6.67791 -0.16418
C 1.28262 -6.72009 1.22848
C 0.77015 -5.62910 1.89927
C 0.34536 -4.49700 1.19408
C -0.04735 -3.28655 1.89521
O 0.31106 -2.16788 1.52763
N -0.57253 -3.39721 3.22921
N -1.73579 -3.14242 3.50718
C -2.69614 -2.83801 2.35975
C -3.28382 -1.47581 2.67837
C -4.48443 -1.42567 3.36481
C -4.95249 -0.20198 3.82077
C -4.20694 0.93231 3.56445
C -3.03030 0.79591 2.85203
N -2.56421 -0.37651 2.41630
H -0.74767 -2.91066 -0.45662
H 0.94553 -5.55792 -1.95734
H 1.78032 -7.52414 -0.70221
H 1.62497 -7.58811 1.77550
H 0.73359 -5.62074 2.98135
H -3.47143 -3.59190 2.49562
H -5.03095 -2.33844 3.56229
H -5.88184 -0.14124 4.37298
H -4.53014 1.91039 3.89211
H -2.43398 1.67063 2.61280
C 1.88467 4.61475 -3.97951
C 1.69317 3.09424 -4.11062
C 2.09033 2.64598 -5.52711
C 0.23226 2.75069 -3.86175
C -0.76017 3.24048 -4.70390
C -2.10007 2.94421 -4.50832
C -2.46946 2.13468 -3.44927
C -1.51150 1.63066 -2.57651
P -2.03757 0.50517 -1.21292
C -3.37726 1.50301 -0.45495
C -4.56043 0.94423 0.01906
C -5.51851 1.73884 0.63783
C -5.28894 3.09163 0.82851
C -4.08920 3.65202 0.40081
C -3.14364 2.86567 -0.24130
C -2.82103 -0.77669 -2.26074
C -4.15573 -0.82239 -2.64101
C -4.60070 -1.80665 -3.51837
C -3.71608 -2.74248 -4.02710
C -2.37368 -2.68921 -3.66706
C -1.93209 -1.71301 -2.79188
C -0.17812 1.95441 -2.79956
O 0.71172 1.41656 -1.90395
C 2.05904 1.59253 -2.07887
C 2.86868 0.94447 -1.14892
C 4.24440 1.12351 -1.22913
C 4.79531 1.90638 -2.22870
C 3.96014 2.52266 -3.14683
C 2.57662 2.38659 -3.09483
P 2.12567 -0.06349 0.19542
C 2.77105 0.96059 1.57047
C 1.95657 2.21832 1.72589
C 2.39283 3.19703 2.85356
C 3.67111 2.85865 3.56209
C 4.32739 1.73101 3.31407
C 3.85558 0.75118 2.31188
C 3.12961 -1.59458 0.15774
C 3.60371 -2.08594 -1.05821
C 4.23605 -3.32100 -1.12553
C 4.40217 -4.08294 0.02085
C 3.92102 -3.61116 1.23577
C 3.27958 -2.38358 1.30057
H 1.27469 5.14496 -4.71292
H 2.92705 4.88969 -4.14841
H 1.59695 4.95690 -2.98351
H 1.47609 3.14291 -6.27917
H 1.96566 1.56792 -5.64137
H 3.13161 2.89541 -5.73435
H -0.47788 3.86856 -5.54082
H -2.84899 3.33439 -5.18501
H -3.51422 1.88815 -3.29786
H -4.73107 -0.12096 -0.06936
H -6.44343 1.29191 0.97972
H -6.03952 3.71009 1.30452
H -3.90050 4.70802 0.54820
H -2.22912 3.32244 -0.60754
H -4.86074 -0.08424 -2.28737
H -5.64337 -1.83105 -3.80853
H -4.06754 -3.50869 -4.70605
H -1.67194 -3.41282 -4.06174
H -0.88134 -1.68098 -2.51993
H 4.88668 0.63807 -0.50370
H 5.86718 2.04077 -2.29137
H 4.39888 3.13722 -3.92430
H 1.85978 2.69761 0.74743
H 2.42989 4.23230 2.51770
H 4.03701 3.56004 4.30434
H 5.24378 1.50943 3.84654
H 4.45229 -0.14233 2.16319
H 3.47614 -1.50739 -1.96493
H 4.60088 -3.68430 -2.07811
H 4.89672 -5.04454 -0.03109
H 4.03465 -4.20634 2.13291
H 2.88879 -2.03985 2.25158
O -2.12676 -3.07852 1.11236
O -1.90387 -1.91339 0.29552
N 1.99189 3.39084 6.98383
C 1.67239 2.80220 6.05005
C 1.23550 2.09740 4.86837
C 1.05114 2.90186 3.62185
C 0.55716 2.05290 2.41582
N 0.13745 0.66224 2.62645
C 0.45684 0.10262 3.72555
C 1.03417 0.78513 4.89279
H 0.46221 3.79172 3.83876
H -0.22169 2.55907 1.84597
H 0.20869 -0.94988 3.84256
H 1.20661 0.20601 5.78995
*
```

=====

# 2
# C58H55BrClFI2N6OS2

A cluster of 6 separate species, C58H55BrClFI2N6OS2 in total in a non-equilibrium geometry (ωB97M-V/def2-TZVPD, OMol25).

For the LUMO energy, the calculation gives 0.00 eV. Its structure (SMILES) is C#Cc1c(Cl)c2c(c(C#C)c1CCCI)Sc1c(F)c(I)c(COc3cc(C)ccc3C(C)C)c(Br)c1N2CCCS.c1ccncc1.c1ccncc1.c1ccncc1.c1ccncc1.c1ccncc1. The HOMO energy is -0.301 Ha. The max |F| is 1.364 eV/A.

```
! wB97M-V def2-TZVPD RIJCOSX def2/J DEFGRID3
* xyz 0 1
C 6.97039 1.45950 4.78860
C 6.17549 1.09325 3.96731
C 5.24151 0.46856 3.06647
C 3.90255 0.86454 3.06793
Cl 3.42168 2.09155 4.18461
C 2.97674 0.29984 2.18794
C 3.45203 -0.68249 1.33340
C 4.78266 -1.10699 1.31824
C 5.16498 -2.14398 0.39873
C 5.42939 -2.78950 -0.58026
C 5.69899 -0.52404 2.19892
C 7.13613 -0.98514 2.18089
C 7.87854 -0.64797 0.86598
C 8.69669 0.64916 1.00513
I 7.46979 2.34343 0.44601
S 2.34357 -1.44734 0.17112
C 0.81031 -1.23663 1.05260
C -0.18452 -2.15931 0.80946
F 0.07357 -3.14582 -0.04840
C -1.41268 -2.07852 1.44281
I -2.78786 -3.60745 1.01331
C -1.63192 -1.02207 2.32220
C -2.96752 -0.84438 3.02375
O -3.59992 0.37325 2.61439
C -4.69763 0.22012 1.80146
C -4.56507 -0.31187 0.52304
C -5.64679 -0.50352 -0.32121
C -5.43293 -1.11909 -1.68201
C -6.90256 -0.11015 0.13438
C -7.03745 0.45361 1.39319
C -5.95039 0.62119 2.24609
C -6.14127 1.24151 3.62193
C -6.79509 0.24893 4.58279
C -6.98743 2.53767 3.50171
C -0.61046 -0.10611 2.57984
Br -0.89719 1.29247 3.84001
C 0.63757 -0.18578 1.94524
N 1.63752 0.75355 2.25314
C 1.43577 2.14345 1.76246
C 0.53812 2.29824 0.54394
C 1.27072 1.86418 -0.76233
S 1.46606 3.21105 -1.97010
H 7.70598 1.86597 5.43716
H 5.57346 -3.47259 -1.38089
H 7.12887 -2.06208 2.36212
H 7.64917 -0.55033 3.03413
H 7.14527 -0.49104 0.08154
H 8.50697 -1.49225 0.58716
H 9.55070 0.63719 0.33757
H 8.99231 0.84468 2.02821
H -2.78375 -0.73317 4.09163
H -3.61028 -1.70018 2.84393
H -3.57566 -0.57954 0.17217
H -6.15468 -1.91698 -1.85077
H -5.45902 -0.38968 -2.48778
H -4.45355 -1.59880 -1.69071
H -7.77936 -0.22657 -0.48805
H -8.01736 0.77560 1.71767
H -5.16576 1.55794 3.98404
H -7.11609 0.76528 5.48871
H -7.66171 -0.22319 4.12405
H -6.07530 -0.51478 4.87872
H -6.66687 3.28295 4.22794
H -8.05068 2.34243 3.63539
H -6.83678 2.97339 2.51553
H 1.08340 2.78682 2.56601
H 2.41663 2.53145 1.48425
H -0.44123 1.83333 0.63498
H 0.34089 3.36659 0.46112
H 2.27356 1.57705 -0.45903
H 0.74346 1.04431 -1.23860
H 0.77459 4.25772 -1.48901
N 5.73437 3.13666 -3.86483
C 6.81245 2.35431 -3.88438
C 6.82811 1.05266 -3.40775
C 5.65856 0.53253 -2.87800
C 4.52774 1.33118 -2.84822
C 4.61610 2.62117 -3.35210
H 7.70794 2.80048 -4.30365
H 7.73502 0.46432 -3.44970
H 5.62854 -0.47812 -2.49148
H 3.59469 0.96250 -2.44205
H 3.75410 3.27614 -3.34634
N -2.19610 5.00156 -1.90437
C -2.89231 6.12799 -1.74556
C -2.93589 7.14824 -2.68429
C -2.21119 6.99151 -3.85462
C -1.48056 5.82846 -4.03855
C -1.50874 4.86781 -3.03812
H -3.44080 6.21104 -0.81332
H -3.51294 8.04194 -2.50332
H -2.21535 7.76762 -4.60908
H -0.89904 5.66677 -4.93619
H -0.95822 3.94193 -3.14152
N -2.47690 -8.49487 1.74820
C -1.51598 -9.34498 2.10662
C -0.18303 -9.19183 1.75710
C 0.17365 -8.09480 0.98911
C -0.81202 -7.20082 0.60553
C -2.11488 -7.44672 1.01137
H -1.84059 -10.19158 2.70254
H 0.55494 -9.91533 2.07580
H 1.20311 -7.94019 0.69274
H -0.57925 -6.33096 0.00624
H -2.91696 -6.77183 0.73528
N -2.39595 10.27988 -3.12308
C -2.79724 11.02637 -4.15150
C -2.06989 12.09218 -4.65815
C -0.85831 12.40300 -4.06225
C -0.42612 11.63820 -2.99110
C -1.22874 10.59188 -2.56326
H -3.75158 10.75049 -4.58772
H -2.44437 12.66191 -5.49736
H -0.26010 13.22791 -4.42736
H 0.51280 11.84585 -2.49694
H -0.92628 9.96518 -1.73091
N -0.93302 -11.10455 -2.50877
C -1.33396 -11.20993 -1.24281
C -1.30905 -12.39552 -0.52391
C -0.84478 -13.53781 -1.15485
C -0.42514 -13.44745 -2.47222
C -0.48861 -12.21247 -3.09958
H -1.69243 -10.29253 -0.78747
H -1.64644 -12.41944 0.50338
H -0.81078 -14.48354 -0.62897
H -0.05639 -14.31410 -3.00355
H -0.16766 -12.09803 -4.12926
*
```